No. 1
Entry from the Open Molecules 2025 dataset: a structure of composition C28H29N9O6OsS3 (ωB97M-V/def2-TZVPD).

The geometry in ORCA input format:
```
! wB97M-V def2-TZVPD RIJCOSX def2/J DEFGRID3
* xyz 0 5
Os 0.2871 -0.1977 0.4904
O -6.3767 -4.0887 -4.8803
S -6.4148 -4.5277 -3.4997
O -6.3792 -3.4239 -2.5416
O -7.3411 -5.5807 -3.1808
C -4.7777 -5.2729 -3.3088
N -4.4178 -6.3206 -4.0664
C -3.1637 -6.7135 -3.9838
C -2.2038 -6.0817 -3.1862
C -2.6786 -5.0378 -2.4267
N -3.9533 -4.6517 -2.4773
C -1.8488 -4.1001 -1.5958
C -0.4840 -3.9184 -1.7585
C 0.1245 -2.8360 -1.1598
N -0.5451 -1.9819 -0.3712
C -1.8312 -2.2540 -0.0753
C -2.5169 -3.2716 -0.6847
H -2.8834 -7.5555 -4.6080
H -1.1759 -6.4151 -3.1705
H 0.0914 -4.5288 -2.4416
H 1.1581 -2.5951 -1.3638
H -2.3266 -1.5674 0.6013
H -3.5754 -3.4160 -0.5247
O 9.7634 1.4893 -1.3787
S 9.3701 0.0982 -1.2670
O 8.7429 -0.2647 -0.0100
O 10.3082 -0.8660 -1.7937
C 7.9942 0.0336 -2.4353
N 8.2466 0.0478 -3.7587
C 7.2141 0.0663 -4.5746
C 5.8906 0.0560 -4.1336
C 5.7389 0.0127 -2.7645
N 6.7645 0.0111 -1.9267
C 4.4220 -0.0771 -2.0703
C 3.1929 -0.0335 -2.7255
C 2.0276 -0.1342 -2.0044
N 2.0372 -0.2880 -0.6638
C 3.2281 -0.3289 -0.0169
C 4.4211 -0.2318 -0.6806
H 7.4365 0.0809 -5.6372
H 5.0666 0.0838 -4.8316
H 3.1283 0.0851 -3.7974
H 1.0564 -0.0951 -2.4826
H 3.1901 -0.4506 1.0576
H 5.3687 -0.2699 -0.1570
C -1.4379 2.5314 2.7367
C -0.0114 1.9828 2.7946
C 0.3407 1.5335 4.2125
C 0.9857 3.0364 2.3046
N 0.0865 0.8530 1.8945
H -1.5033 3.4329 3.3462
H -2.1481 1.8014 3.1273
H -1.7144 2.7821 1.7123
H 0.3616 2.3992 4.8751
H 1.3209 1.0576 4.2349
H -0.3981 0.8260 4.5899
H 0.8898 3.9342 2.9147
H 0.7906 3.3001 1.2643
H 2.0096 2.6698 2.3857
C -5.6804 -0.6571 -1.2509
C -4.3517 -0.6910 -1.9071
C -3.9944 -1.5061 -2.9547
C -2.7036 -1.3898 -3.4726
N -1.7807 -0.5511 -2.9560
C -2.1277 0.2129 -1.9390
S -1.0546 1.3444 -1.1568
N -3.3932 0.1444 -1.4505
C -2.2729 -2.1933 -4.6519
H -6.3185 -1.4785 -1.5863
H -6.1690 0.2985 -1.4630
H -5.5785 -0.7539 -0.1674
H -4.7109 -2.2133 -3.3534
H -3.6181 0.7798 -0.6932
H -3.0025 -2.9564 -4.9120
H -1.3041 -2.6534 -4.4558
H -2.1435 -1.5221 -5.5034
*
```

Properties
**Molar mass**: 874.028 Da
**Max |F|**: 0.80 eV Å⁻¹
**Energy above the lowest of the compared OMol25 structures with the same formula, charge and spin**: 0.0 kcal/mol
**LUMO energy (spin up / spin down)**: -2.4 / -3.9 eV
**E_HOMO (spin up / spin down)**: -7.61 / -7.61 eV

Atom charges from the Löwdin analysis, given in e for atoms 1 to 4:
1 Os 1.44
2 O -0.33
3 S 0.41
4 O -0.38



No. 2
Entry from the Open Molecules 2025 dataset: an isolated molecule of CH3Br3OSi (ωB97M-V/def2-TZVPD).

The geometry in ORCA input format:
```
! wB97M-V def2-TZVPD RIJCOSX def2/J DEFGRID3
* xyz 0 1
C 1.3479 0.3182 -0.4386
O 0.4893 -0.6528 0.1464
Si -1.0833 -0.5239 0.4819
Br -1.3761 2.1940 0.6947
Br -2.2551 -1.3739 -1.2230
Br -1.7866 -1.6013 2.2715
H 0.8680 1.3145 -0.4107
H 1.5089 0.0241 -1.4794
H 2.2871 0.3010 -0.0428
*
```

Properties
**Molar mass**: 298.832 Da
**Max |F|**: 3.36 eV Å⁻¹
**Energy above the lowest of the compared OMol25 structures with the same formula, charge and spin**: 24.7 kcal/mol
**LUMO energy**: -1.2 eV
**E_HOMO**: -10.28 eV
**Structure (SMILES)**: CO[Si](Br)(Br)Br

Atom charges from the Löwdin analysis, given in e for atoms 1 to 4:
1 C -0.14
2 O -0.37
3 Si -0.42
4 Br 0.04



No. 3
Entry from the Open Molecules 2025 dataset: a structure of composition C9H14F12Na2O9P2 (ωB97M-V/def2-TZVPD).

The geometry in ORCA input format:
```
! wB97M-V def2-TZVPD RIJCOSX def2/J DEFGRID3
* xyz 0 1
Na -3.1110 -4.1248 -0.0389
Na -0.9562 -0.0752 -2.1001
P -2.5900 -2.5959 -3.5529
F -2.0669 -3.7949 -4.4145
F -3.1886 -3.6839 -2.4418
F -1.2137 -2.5639 -2.6750
F -3.0564 -1.3630 -2.5530
F -2.0524 -1.4979 -4.5836
F -4.0237 -2.5991 -4.2321
P -1.2147 -0.7401 0.8932
F -1.7949 0.0208 2.1830
F -0.2117 -1.5513 1.8569
F -2.3535 -1.8769 1.0233
F -0.5498 -1.4724 -0.3877
F -2.1916 0.1405 -0.0439
F -0.1001 0.4482 0.7057
C 3.2463 -0.3472 0.0003
C 2.8560 -1.6514 -0.7400
O 3.7499 -2.6234 -0.2062
C 4.5368 -2.0631 0.7496
O 5.4071 -2.6240 1.3180
O 4.2031 -0.7672 0.9510
H 2.3740 0.0881 0.4811
H 3.6818 0.3859 -0.6778
H 2.9302 -1.5427 -1.8195
H 1.8388 -1.9250 -0.4622
C 1.0351 -0.6494 4.5968
C 1.5675 0.3534 3.5654
O 2.5996 1.0436 4.2541
C 2.5305 0.7662 5.5806
O 3.1920 1.2910 6.4113
O 1.6045 -0.1900 5.8178
H 1.3314 -1.6691 4.3552
H -0.0467 -0.5881 4.6732
H 0.7819 1.0312 3.2098
H 1.9514 -0.0279 2.6214
C -2.5874 3.0943 0.1943
O -1.9007 3.7705 -0.8846
C -1.7239 3.1591 -2.0289
O -2.0627 2.0322 -2.3510
O -1.1555 4.0331 -2.8590
C -0.8326 3.5903 -4.1686
H -3.1724 3.8676 0.6845
H -1.8609 2.7081 0.9012
H -3.2266 2.3287 -0.2181
H 0.1602 3.9518 -4.4409
H -1.5361 3.9967 -4.8927
H -0.7975 2.5065 -4.2545
*
```

Properties
**Molar mass**: 602.106 Da
**Max |F|**: 2.49 eV Å⁻¹
**LUMO energy**: -1.7 eV
**E_HOMO**: -10.72 eV

Atom charges from the Löwdin analysis, given in e for atoms 1 to 4:
1 Na 0.82
2 Na 0.54
3 P 0.15
4 F -0.09



No. 4
Entry from the Open Molecules 2025 dataset: an isolated molecule of C4H11NO2 (ωB97M-V/def2-TZVPD).

The geometry in ORCA input format:
```
! wB97M-V def2-TZVPD RIJCOSX def2/J DEFGRID3
* xyz 0 1
C -0.0131 -0.2882 1.9158
O -0.2580 0.8584 2.7095
C 0.2439 0.1752 0.4285
C -0.6231 -0.6017 -0.5597
C -0.3113 -0.2269 -2.0025
O -1.1467 0.8221 -2.5028
N 1.6692 0.0920 0.0895
H 0.8566 -0.8011 2.3387
H -0.7640 -1.0900 1.9100
H -0.9646 1.4360 2.3864
H 0.0639 1.2578 0.4673
H -1.7024 -0.4821 -0.4389
H -0.5343 -1.6915 -0.4937
H -0.5990 -0.9982 -2.7229
H 0.7568 -0.0611 -2.1577
H -0.9200 1.7015 -2.1690
H 2.0219 -0.8502 0.1852
H 2.2242 0.7479 0.6161
*
```

Properties
**Molar mass**: 105.137 Da
**Max |F|**: 1.85 eV Å⁻¹
**Energy above the lowest of the compared OMol25 structures with the same formula, charge and spin**: 41.3 kcal/mol
**LUMO energy**: 0.8 eV
**E_HOMO**: -9.05 eV
**Structure (SMILES)**: N[C@H](CO)CCO

Atom charges from the Löwdin analysis, given in e for atoms 1 to 4:
1 C -0.22
2 O -0.07
3 C -0.36
4 C -0.16



No. 5
Entry from the Open Molecules 2025 dataset: a structure of composition C2H4F6N3P3 (ωB97M-V/def2-TZVPD).

The geometry in ORCA input format:
```
! wB97M-V def2-TZVPD RIJCOSX def2/J DEFGRID3
* xyz 0 1
C -1.7438 -1.2472 -1.2144
C -2.4598 -0.7841 0.0887
N -0.5410 -1.5194 -1.4089
N 0.5619 1.5469 0.1570
N 1.2188 -1.0285 0.9448
F 2.2365 3.6806 0.7535
F 0.7981 3.8603 -1.1584
F 0.7809 -3.1341 -0.3267
F 1.9804 -1.5285 -1.4949
F 0.7241 0.5450 2.6632
F 2.7613 0.9806 1.6884
P 1.8153 2.7644 -0.5605
P 0.8477 -1.5708 -0.4407
P 1.2608 0.5701 1.1794
H -2.2706 -1.3752 -2.1160
H -1.9670 0.1541 0.3870
H -2.4824 -1.3626 0.9833
H -3.5212 -0.5517 -0.1250
*
```

Properties
**Molar mass**: 276.985 Da
**Max |F|**: 4.09 eV Å⁻¹
**Energy above the lowest of the compared OMol25 structures with the same formula, charge and spin**: 24.9 kcal/mol
**LUMO energy**: -0.4 eV
**E_HOMO**: -10.15 eV

Atom charges from the Löwdin analysis, given in e for atoms 1 to 4:
1 C -0.19
2 C -0.04
3 N -0.02
4 N -0.36



No. 6
Entry from the Open Molecules 2025 dataset: a cluster of 7 separate species, C21H42O21 in total (ωB97M-V/def2-TZVPD).

The geometry in ORCA input format:
```
! wB97M-V def2-TZVPD RIJCOSX def2/J DEFGRID3
* xyz 1 2
C -8.9471 2.7964 46.6448
O -8.9891 3.3286 45.3687
C -8.5390 2.6755 44.2802
O -8.0869 1.5440 44.2796
O -8.6527 3.3953 43.1703
C -8.4750 2.7590 41.9360
H -9.1014 1.7174 46.6397
H -9.6653 3.1878 47.3652
H -8.0566 3.1981 47.1282
H -8.5078 3.3111 40.9967
H -9.3391 2.1152 41.7719
H -7.5357 2.2068 41.9681
C -9.1085 10.7440 39.4441
O -10.3628 11.3343 39.8586
C -10.3378 12.5670 40.3932
O -9.3954 13.2955 40.6625
O -11.6276 12.8889 40.4416
C -12.0304 14.2361 40.9166
H -8.8650 11.2299 38.4992
H -9.4272 9.7516 39.1251
H -8.3905 10.6565 40.2595
H -13.0354 14.5962 40.6967
H -11.2395 14.9589 40.7160
H -12.0944 13.9718 41.9722
C -12.9572 10.3956 37.3487
O -13.0020 9.0185 37.2613
C -13.6718 8.4245 36.2505
O -14.4548 9.0495 35.4664
O -13.1808 7.2119 36.2318
C -13.5488 6.3080 35.2898
H -13.9012 10.7971 37.7173
H -12.6979 10.9168 36.4272
H -12.1924 10.5868 38.1014
H -14.4845 6.4700 34.7547
H -13.8497 5.3725 35.7615
H -12.8021 6.1565 34.5104
C -10.9036 5.9557 49.1615
O -10.8514 6.0462 47.7307
C -11.1837 7.2436 47.1887
O -11.4016 8.2396 47.9136
O -11.2005 7.0625 45.8665
C -11.4195 8.2178 45.0350
H -10.3355 6.7316 49.6748
H -10.6260 4.9406 49.4454
H -11.9359 6.1396 49.4592
H -11.1918 8.0302 43.9856
H -10.9057 9.1280 45.3442
H -12.4868 8.4207 45.1231
C -4.8809 9.2915 43.3413
O -5.6534 8.8875 44.4707
C -6.4101 7.7229 44.3618
O -6.5961 7.0981 43.3249
O -6.9187 7.5301 45.5820
C -7.8494 6.4509 45.7674
H -5.3943 9.1433 42.3913
H -3.9517 8.7225 43.3114
H -4.6217 10.3394 43.4923
H -8.1975 6.3822 46.7980
H -7.4097 5.4693 45.5904
H -8.6959 6.6215 45.1022
C -14.8224 5.9406 43.5251
O -15.3203 7.1237 42.9897
C -15.8761 8.1087 43.7765
O -16.1535 7.9580 44.9889
O -16.2961 9.1011 42.9584
C -17.3639 9.9593 43.4897
H -15.0944 5.0327 42.9867
H -15.2949 5.6473 44.4625
H -13.7512 6.1025 43.6447
H -18.2886 9.6329 43.0138
H -17.2428 11.0069 43.2139
H -17.5026 9.7773 44.5554
C -9.4044 6.0648 41.8350
O -10.0380 7.3064 41.6743
C -11.2885 7.3375 41.3034
O -12.0891 6.4089 41.1959
O -11.5089 8.6224 41.1223
C -12.8252 9.1248 40.8744
H -9.5645 5.3784 41.0036
H -9.8196 5.5744 42.7155
H -8.3247 6.0810 41.9836
H -12.7682 10.1394 40.4800
H -13.2384 9.1005 41.8827
H -13.3760 8.4154 40.2567
*
```

Properties
**Molar mass**: 630.546 Da
**Max |F|**: 5.37 eV Å⁻¹
**Energy above the lowest of the compared OMol25 structures with the same formula, charge and spin**: 15.2 kcal/mol
**LUMO energy (spin up / spin down)**: -3.3 / -10.1 eV
**E_HOMO (spin up / spin down)**: -13.00 / -13.00 eV

Atom charges from the Löwdin analysis, given in e for atoms 1 to 4:
1 C -0.06
2 O -0.01
3 C -0.56
4 O 0.13